{"formula": "C19H32FN6O2STi", "method": "the ωB97M-V functional and the def2-TZVPD basis", "symbols": ["Ti", "S", "F", "O", "O", "N", "N", "N", "N", "N", "N", "C", "C", "C", "C", "C", "C", "C", "C", "C", "C", "C", "C", "C", "C", "C", "C", "C", "C", "C", "H", "H", "H", "H", "H", "H", "H", "H", "H", "H", "H", "H", "H", "H", "H", "H", "H", "H", "H", "H", "H", "H", "H", "H", "H", "H", "H", "H", "H", "H", "H", "H"], "positions_angstrom": [[-0.41388, -0.10900, 0.23836], [-2.14325, 0.38304, 1.89496], [0.68226, -0.58284, -7.81865], [0.92813, -1.15699, 0.38908], [-0.15251, 2.46723, -0.88131], [1.03862, -0.36518, 1.59658], [-2.46332, -0.02589, 4.52963], [0.38267, 1.56980, 0.03253], [-0.70104, -1.05716, 3.69966], [-3.70873, -3.98618, -0.12722], [-1.73925, -1.84966, -0.39894], [1.44892, -1.38211, -5.78625], [2.50146, 2.88173, 0.28283], [-0.59016, -1.29847, 5.15032], [-3.67197, 0.76452, 4.65328], [-1.58528, -2.94396, 0.59263], [0.54091, -0.61860, -6.54193], [-2.25347, -4.23664, 0.13449], [0.31130, -0.43245, -2.43530], [0.30531, -0.59540, -3.78876], [1.33018, -1.37909, -4.43326], [-1.74137, -0.24332, 3.45098], [-0.64550, 0.10656, -4.61535], [-3.90156, -2.88617, -1.12657], [1.89863, 0.72713, 1.51668], [-3.17835, -1.62328, -0.65714], [1.61261, 1.72320, 0.59152], [-0.52121, 0.10524, -5.96740], [3.00063, 0.83970, 2.52287], [-1.92837, -0.76514, 5.68014], [-3.54125, 1.49522, 5.45092], [0.36013, 3.28869, -0.89318], [-1.30646, -2.16189, -1.26629], [-3.31111, -0.85203, -1.41662], [-1.81911, -0.10368, 6.53782], [0.14568, -0.92644, 3.13637], [1.96893, 3.83489, 0.33696], [2.94397, 0.01110, 3.22430], [-1.81119, -4.61112, -0.78888], [-4.96556, -2.68750, -1.24522], [0.25902, -0.75986, 5.57043], [-2.62093, -1.56300, 5.95538], [2.96368, 1.78365, 3.06732], [2.21997, -1.94623, -6.29517], [-2.02254, -2.60379, 1.53455], [-0.52568, -3.12412, 0.76400], [-4.52258, 0.12776, 4.89926], [-3.87115, 1.29342, 3.72569], [-0.42077, 0.24748, -1.99552], [-2.15057, -5.00660, 0.89747], [-1.44075, 0.67108, -4.14361], [2.92330, 2.77719, -0.72064], [-3.51469, -3.24149, -2.08210], [-4.18092, -3.74392, 0.74808], [-3.63068, -1.25313, 0.26422], [-1.20318, 0.64791, -6.60912], [1.11980, -0.84470, -1.84209], [3.32645, 2.92433, 0.98661], [2.01604, -1.95417, -3.82314], [3.98016, 0.79047, 2.03824], [-0.45723, -2.35829, 5.35173], [-4.15605, -4.84356, -0.46274]], "forces_ev_per_a": [[-1.64, 0.01, 0.69], [-0.37, 0.17, 0.30], [0.01, -0.03, -0.24], [1.66, -1.63, -0.74], [0.07, 0.11, -0.24], [-0.61, 0.88, 0.82], [0.00, 0.05, -0.01], [-0.13, 0.48, -0.61], [0.00, 0.10, 0.23], [-0.11, -0.14, -0.06], [-0.39, -0.38, -0.10], [0.24, -0.24, 0.11], [-0.24, 0.02, -0.15], [-0.03, -0.01, 0.04], [-0.16, 0.10, 0.00], [-0.12, -0.15, -0.09], [-0.02, 0.00, 0.34], [0.40, 0.16, 0.20], [0.36, 0.12, -0.77], [-0.17, 0.10, 0.43], [0.15, -0.02, -0.14], [0.18, -0.15, 0.07], [-0.04, 0.09, -0.20], [0.05, 0.42, -0.15], [0.38, 0.83, -0.76], [-0.15, -0.27, -0.09], [0.75, -0.38, 1.18], [-0.32, 0.19, 0.11], [0.29, -0.13, -0.22], [0.01, -0.07, 0.11], [0.01, -0.02, 0.00], [0.13, 0.05, 0.15], [-0.01, -0.12, -0.06], [-0.01, 0.00, 0.00], [0.00, 0.03, -0.02], [-0.11, -0.18, -0.24], [0.05, 0.03, 0.03], [0.00, 0.01, 0.05], [-0.10, -0.02, -0.05], [-0.03, -0.10, 0.07], [0.00, 0.04, -0.06], [0.00, 0.01, -0.04], [-0.07, -0.04, 0.04], [-0.01, 0.04, -0.03], [0.07, 0.08, 0.02], [0.01, -0.03, 0.02], [0.03, -0.02, 0.00], [0.03, -0.03, 0.00], [0.04, 0.06, -0.26], [-0.12, -0.02, -0.01], [0.02, 0.03, -0.01], [0.00, 0.06, 0.01], [0.02, -0.10, 0.05], [-0.01, 0.00, 0.02], [0.07, 0.07, 0.03], [0.05, -0.01, -0.04], [-0.14, -0.06, 0.18], [0.00, 0.01, 0.01], [0.04, 0.04, -0.01], [0.00, -0.07, 0.08], [0.00, 0.01, 0.01], [-0.03, -0.01, 0.01]], "energy_ha": -2568.67926, "de_lowest_kcal_mol": 71.0, "total_charge": 3, "homo_lumo_gap_ev": [3.89, 4.10], "molar_mass_g_mol": 475.4, "largest_force_ev_per_a": 2.444}